Entry 1:
This record from OMol25 describes a molecular structure, C33H36BrClLaN8O6PS3 at a distorted geometry. The level of theory is ωB97M-V/def2-TZVPD.

## Properties
Energy ... -184234.6766 eV
Maximum force ... 2.09 eV/A
LUMO ... -0.02 eV
Relative energy (zero: lowest compared OMol25 entry of this formula, charge and spin) ... 141.4 kJ/mol
HOMO-LUMO gap ... 7.4 eV

Last column: Mulliken charge in e.
Geometry (Å):
La: -0.124 1.157 1.256  2.20
C: 6.156 2.618 -2.383  -0.84
S: 5.032 3.343 -1.155  -0.01
C: 4.019 1.929 -0.712  0.56
S: 3.839 0.660 -1.851  -0.57
N: 3.521 2.055 0.437  -1.21
N: 2.721 1.623 1.337  0.58
C: 3.191 0.981 2.362  -0.84
C: 2.430 0.765 3.557  1.03
C: 3.099 0.295 4.700  -1.08
C: 2.423 0.192 5.892  -0.38
C: 1.079 0.545 5.922  -1.11
C: 0.480 0.967 4.746  -0.11
N: 1.121 1.077 3.586  0.46
H: 7.003 3.294 -2.455  0.36
H: 5.652 2.521 -3.340  0.24
H: 6.472 1.643 -2.027  0.32
H: 4.233 0.663 2.381  0.29
H: 4.145 0.042 4.627  0.46
H: 2.929 -0.143 6.785  0.45
H: 0.506 0.507 6.835  0.45
H: -0.567 1.248 4.737  0.41
C: -2.597 -4.475 -5.123  -1.58
C: -2.476 -3.396 -4.088  1.01
C: -2.724 -3.669 -2.746  -1.09
C: -2.660 -2.665 -1.798  -0.29
C: -2.332 -1.371 -2.165  0.18
C: -2.074 -1.086 -3.495  -0.14
C: -2.153 -2.092 -4.448  -1.02
S: -2.263 -0.139 -0.827  0.40
O: -3.597 0.331 -0.582  -0.68
O: -1.640 -0.887 0.265  -0.47
N: -1.181 0.979 -1.196  0.73
C: -1.449 2.126 -1.913  0.28
C: -2.581 2.352 -2.673  -0.48
C: -2.740 3.538 -3.397  -1.01
C: -1.768 4.500 -3.408  -0.83
C: -0.615 4.337 -2.616  1.27
C: 0.392 5.320 -2.518  -1.00
C: 1.421 5.135 -1.636  -1.28
C: 1.452 3.964 -0.866  -0.74
N: 0.577 2.991 -0.981  0.55
C: -0.455 3.157 -1.844  -0.95
H: -2.331 -5.446 -4.708  0.39
H: -1.966 -4.268 -5.986  0.39
H: -3.631 -4.540 -5.472  0.30
H: -2.985 -4.673 -2.445  0.42
H: -2.863 -2.869 -0.761  0.52
H: -1.827 -0.079 -3.796  0.43
H: -1.966 -1.860 -5.489  0.40
H: -3.362 1.611 -2.683  0.60
H: -3.649 3.685 -3.961  0.41
H: -1.888 5.408 -3.978  0.41
H: 0.320 6.209 -3.128  0.43
H: 2.199 5.870 -1.515  0.46
H: 2.231 3.833 -0.129  0.93
Cl: -1.487 3.179 3.206  -0.24
C: -0.917 3.438 1.506  -1.03
H: -0.247 4.305 1.591  0.50
H: -1.821 3.787 0.987  0.45
Br: -1.636 -5.541 5.795  -0.19
C: -2.378 -4.061 4.849  -0.21
C: -3.754 -3.903 4.751  -0.20
N: -4.295 -2.900 4.087  -0.64
C: -3.511 -2.008 3.511  -0.24
C: -2.119 -2.074 3.563  -0.09
C: -1.542 -3.133 4.252  -0.25
C: -1.275 -1.001 2.937  1.11
O: -1.773 0.118 2.762  -0.90
O: -0.067 -1.272 2.651  -0.81
H: -4.436 -4.607 5.208  0.39
H: -3.995 -1.197 2.985  0.60
H: -0.468 -3.203 4.348  0.64
N: 1.097 0.092 -2.487  0.91
C: 1.303 -1.341 -2.293  -0.55
P: 1.739 -1.572 -0.475  0.97
O: 3.045 -2.198 -0.161  -0.98
O: 1.372 -0.290 0.205  -0.92
C: 0.507 -2.916 0.049  -0.42
N: 1.027 -3.228 1.388  -0.08
H: 2.127 0.544 -2.130  0.07
H: 0.314 0.442 -1.871  -0.80
H: 0.920 0.338 -3.460  0.42
H: 2.140 -1.678 -2.904  0.51
H: 0.408 -1.914 -2.545  0.11
H: 0.574 -3.775 -0.616  0.61
H: -0.512 -2.548 0.111  -0.21
H: 0.593 -2.465 2.045  0.02
H: 2.055 -3.063 1.303  0.38
H: 0.827 -4.169 1.724  0.42

Entry 2:
This record from OMol25 describes a molecular structure, C33H36Cl2N5O7RuSSi. The level of theory is ωB97M-V/def2-TZVPD.

## Properties
Energy ... -102924.4541 eV
Maximum force ... 0.43 eV/A
LUMO (spin up / spin down) ... 3.92 / 3.90 eV
Relative energy (zero: lowest compared OMol25 entry of this formula, charge and spin) ... 47.3 kJ/mol
Total charge ... -2
⟨S²⟩ ... 8.826
Multiplicity ... 6
HOMO-LUMO gap (spin up / spin down) ... 3.6 / 6.6 eV

Last column: Mulliken spin population.
Geometry (Å):
Ru: 0.089 -0.704 0.827  2.49
Cl: -0.589 -2.667 3.614  0.01
C: 0.660 -2.806 4.841  0.00
Cl: 2.275 -2.428 4.196  0.01
H: 0.691 -3.824 5.213  0.00
H: 0.452 -2.092 5.632  0.00
O: -2.872 -2.994 0.422  -0.01
C: -2.550 -1.808 0.437  0.01
O: -1.829 -1.277 1.384  0.02
C: -3.000 -0.901 -0.678  -0.06
C: -4.163 -1.243 -1.330  0.03
C: -4.691 -0.456 -2.369  -0.01
C: -4.046 0.737 -2.675  0.21
C: -2.858 1.088 -2.017  -0.03
C: -2.234 0.255 -1.050  0.02
O: -1.045 0.468 -0.583  0.39
N: -2.272 2.358 -2.406  0.00
O: -1.239 2.741 -1.879  0.01
O: -2.858 3.033 -3.252  0.00
N: -5.828 -0.865 -3.058  0.26
O: -6.294 -0.101 -3.976  0.23
O: -6.354 -2.004 -2.775  0.23
H: -4.685 -2.147 -1.049  0.02
H: -4.461 1.388 -3.425  0.05
C: -1.128 0.387 6.721  0.00
C: 0.237 0.597 6.581  0.00
C: 0.788 0.750 5.314  0.01
C: -0.003 0.699 4.164  0.01
C: -1.372 0.467 4.328  0.01
C: -1.931 0.320 5.588  0.00
Si: 0.769 0.930 2.447  0.03
C: 0.275 2.629 1.803  -0.03
C: 1.247 3.454 1.235  0.02
C: 0.919 4.696 0.709  0.00
C: -0.396 5.137 0.743  0.01
C: -1.377 4.329 1.301  0.00
C: -1.042 3.090 1.823  0.00
H: -1.564 0.270 7.706  0.00
H: 0.874 0.640 7.458  0.00
H: 1.857 0.907 5.213  0.00
H: -2.000 0.351 3.450  0.01
H: -2.994 0.134 5.687  0.00
H: 2.223 1.066 2.757  -0.01
H: 2.276 3.110 1.184  0.00
H: 1.687 5.310 0.253  0.00
H: -0.660 6.096 0.315  0.00
H: -2.410 4.653 1.301  0.00
H: -1.829 2.458 2.221  0.00
C: -1.949 -3.169 -4.220  0.00
C: -1.593 -2.207 -3.098  -0.04
N: -0.990 -2.878 -1.946  0.02
C: 0.223 -2.661 -1.445  0.03
S: 0.565 -3.161 0.155  0.06
N: 1.179 -2.013 -2.148  0.01
C: 1.492 -2.171 -3.559  0.00
C: 1.790 -0.832 -4.211  0.01
H: -2.553 -2.652 -4.966  0.00
H: -2.541 -3.996 -3.829  0.00
H: -1.067 -3.587 -4.712  0.00
H: -2.507 -1.724 -2.740  0.03
H: -0.926 -1.411 -3.428  0.00
H: -1.649 -3.249 -1.255  0.00
H: 1.966 -1.789 -1.556  0.00
H: 0.663 -2.671 -4.053  0.00
H: 2.360 -2.835 -3.650  0.00
H: 0.929 -0.165 -4.142  0.00
H: 2.044 -0.970 -5.264  0.00
H: 2.630 -0.340 -3.715  0.00
C: 1.601 1.557 -1.925  0.02
C: 2.912 1.115 -1.358  0.14
C: 4.122 1.523 -1.897  -0.12
C: 5.337 1.082 -1.382  0.19
C: 5.346 0.199 -0.305  -0.11
C: 4.167 -0.239 0.271  0.12
C: 4.163 -1.188 1.433  0.02
C: 2.917 0.226 -0.243  0.00
N: 1.774 -0.205 0.291  0.64
H: 1.744 2.157 -2.825  0.00
H: 1.016 2.136 -1.210  0.01
H: 0.963 0.701 -2.157  -0.01
H: 4.108 2.203 -2.743  0.00
H: 6.270 1.416 -1.822  0.02
H: 6.291 -0.157 0.094  0.00
H: 5.156 -1.614 1.588  0.00
H: 3.441 -1.991 1.277  0.00
H: 3.856 -0.674 2.347  0.01

Entry 3:
This record from OMol25 describes a molecular structure, C33H36HgO19S3 at a distorted geometry. The level of theory is ωB97M-V/def2-TZVPD.

## Properties
Energy ... -110375.2690 eV
Maximum force ... 4.16 eV/A
LUMO ... 5.82 eV
Total charge ... -4
HOMO-LUMO gap ... 2.5 eV

Last column: Mulliken charge in e.
Geometry (Å):
Hg: 21.962 3.350 4.391  4.74
C: 19.251 -0.005 0.401  -1.23
C: 17.947 0.531 0.681  0.72
C: 17.884 1.943 1.394  0.26
O: 16.782 2.522 1.429  -0.84
C: 19.086 2.521 1.852  0.74
C: 20.349 1.976 1.588  -0.86
C: 20.394 0.660 0.849  0.67
O: 21.504 0.209 0.427  -0.79
O: 21.351 2.601 2.068  -0.70
O: 16.839 0.121 0.301  -0.79
H: 19.340 -1.001 -0.004  0.24
H: 19.155 3.521 2.273  0.30
C: 25.858 4.722 2.555  -0.23
C: 25.060 3.654 3.048  -0.23
C: 25.414 2.180 2.546  0.51
O: 24.593 1.310 2.711  -0.48
C: 26.635 1.997 1.736  -1.39
C: 27.247 3.122 1.211  0.56
C: 26.916 4.509 1.662  0.16
O: 27.554 5.550 1.316  -0.81
O: 28.067 2.926 0.224  -0.84
O: 23.987 3.893 3.664  -0.50
H: 25.573 5.685 2.966  0.26
H: 26.888 1.027 1.344  0.38
C: 19.550 0.447 5.821  -0.50
C: 20.742 0.260 5.067  -0.25
C: 21.010 -1.199 4.467  0.66
O: 22.108 -1.354 3.951  -0.71
C: 19.935 -2.158 4.482  -1.07
C: 18.792 -1.946 5.215  0.51
C: 18.579 -0.587 5.879  0.50
O: 17.508 -0.331 6.489  -0.83
O: 17.885 -2.830 5.313  -0.85
O: 21.580 1.188 4.936  -0.67
H: 19.447 1.463 6.175  0.35
H: 20.111 -3.035 3.875  0.26
C: 18.201 5.354 5.893  -1.40
C: 18.568 4.060 5.227  0.69
O: 19.748 3.819 5.074  -0.02
C: 17.487 3.127 4.782  -1.13
H: 17.186 5.700 5.700  0.34
H: 18.908 6.129 5.587  0.17
H: 18.363 5.247 6.970  0.33
H: 16.896 2.922 5.682  0.47
H: 17.934 2.200 4.435  -0.05
H: 16.901 3.641 4.019  0.47
C: 24.293 8.133 5.208  -0.94
C: 22.860 8.561 5.572  -0.02
C: 22.338 7.797 6.780  -0.90
S: 23.052 6.121 6.549  0.81
O: 22.167 5.241 5.820  -0.53
O: 23.731 5.699 7.755  -0.83
C: 24.287 6.591 5.311  0.11
H: 25.004 8.472 5.978  0.35
H: 24.738 8.566 4.315  0.41
H: 22.305 8.327 4.658  -0.18
H: 22.775 9.644 5.674  0.47
H: 21.317 7.441 6.915  0.43
H: 22.855 8.152 7.670  0.38
H: 23.879 6.335 4.326  -0.75
H: 25.200 6.002 5.230  0.88
C: 22.759 0.405 8.939  -0.42
C: 23.489 1.418 9.850  -0.73
C: 23.655 2.681 9.017  -0.73
S: 24.091 2.083 7.291  0.91
O: 25.520 2.016 7.026  -0.85
O: 23.143 2.694 6.395  -0.14
C: 23.566 0.325 7.647  -0.43
H: 21.747 0.766 8.725  0.14
H: 22.554 -0.630 9.221  0.46
H: 24.416 0.964 10.210  0.29
H: 22.855 1.538 10.731  0.39
H: 24.366 3.453 9.299  0.48
H: 22.687 3.163 8.883  0.23
H: 24.478 -0.242 7.834  0.37
H: 23.097 -0.013 6.721  -0.03
C: 21.410 5.433 -0.215  -0.25
C: 22.748 6.156 -0.033  -0.97
C: 22.954 6.547 1.437  0.23
S: 21.298 6.488 2.175  0.87
O: 20.944 7.776 2.748  -0.94
O: 21.206 5.231 2.887  -0.64
C: 20.364 6.158 0.630  -0.85
H: 21.471 4.426 0.213  -0.05
H: 21.059 5.347 -1.242  0.51
H: 22.824 6.936 -0.795  0.29
H: 23.487 5.419 -0.358  0.47
H: 23.224 7.595 1.567  0.55
H: 23.581 5.862 2.010  -0.82
H: 20.163 7.155 0.228  0.40
H: 19.483 5.579 0.900  0.43

Which value of maximum force does entry 3 give?
4.16 eV/A